No. 1
This record from OMol25 describes a cluster of 5 separate species, C35H80N4O8 in total in a non-equilibrium geometry. The level of theory is the ωB97M-V functional and the def2-TZVPD basis.

Structure (XYZ):
```
127
Properties=species:S:1:pos:R:3:mulliken_charge:R:1
O 5.9167 -7.0582 2.1552 -0.5345
O -0.0502 -6.1044 -0.3083 -0.1725
O -2.4089 2.9728 8.4410 -0.3790
O 5.1577 -3.1378 -6.9113 -0.4088
O 2.1497 -2.9125 -3.3860 -0.3613
O 5.4193 -5.0224 0.8768 -0.3232
O -5.8176 4.6707 -1.0250 -0.2200
O 0.4067 -2.4444 -1.8030 -0.3216
N -1.1378 -6.3367 -3.0000 -0.7343
N -2.5139 3.9580 5.7023 -0.4101
N -4.1814 2.6796 -2.3818 -0.6952
N 4.8089 -1.4142 -4.5898 -0.6734
C -0.2984 4.5096 6.5656 -1.4345
C 6.1675 -6.3095 1.0466 0.6131
C 7.1884 -1.9410 -4.7256 -1.5687
C 0.8784 -1.6436 -0.6426 1.2898
C -6.1381 5.7455 -1.8942 -0.7256
C -3.2798 8.5056 2.1679 -0.4375
C -0.2019 0.1085 1.2091 -0.3886
C -2.3294 4.3737 8.1531 -0.7926
C 2.8411 -3.0641 0.6968 -0.9025
C -5.9095 3.3678 -3.9623 -1.4312
C -0.4811 -0.8399 -0.0968 -0.9689
C 0.7264 -6.6585 -1.3768 -0.0706
C -2.2522 5.0398 2.2474 -0.3989
C -1.1590 2.3594 8.7147 -0.6240
C -6.3636 3.4071 -1.4214 -0.7972
C -5.6335 2.7266 -2.6032 0.3590
C -2.4374 3.4055 1.9455 -0.1232
C 1.2404 -2.7482 0.5408 -0.3629
C -0.1016 -7.2682 -2.5325 0.1114
C -1.8019 4.7171 6.7401 0.2456
C -0.7522 -8.6092 -2.1968 -1.4206
C -3.6599 5.8125 1.8099 -0.1104
C 7.2747 -6.8793 -0.0391 -0.7975
C -3.3687 7.2710 1.0518 -0.2459
C 1.1257 -2.0891 -3.0355 0.0148
C 5.4220 -3.6149 -5.5869 -0.5843
C 2.1045 -0.6119 -0.9873 -1.2806
C 3.4303 -4.0376 -0.5291 1.1156
C 4.2122 -5.3709 0.1097 -0.6119
C 6.3168 -2.7759 -7.6455 -0.6276
C -3.6653 9.9807 1.5241 -0.9632
C -1.0063 2.5718 2.1780 -0.4175
C -0.7794 1.6092 0.8608 -0.4017
C -0.6251 -7.0691 0.5590 -0.8675
C 5.7821 -2.5150 -4.5605 0.6831
H 7.2585 -1.2087 -5.5337 0.3130
H -0.6883 2.0469 7.7832 0.2086
H 0.0577 5.0505 5.6813 0.3353
H -0.9958 -0.1930 -0.9251 0.3448
H -0.6859 -5.4857 -3.3325 0.2763
H 6.1782 -4.4089 -5.6109 0.4271
H -4.2597 7.5802 0.3242 -0.0394
H 1.4605 -7.3726 -0.9847 0.4420
H 7.4925 -1.4174 -3.8120 0.3748
H -1.8544 1.4364 0.3713 0.0484
H -7.1560 5.6723 -2.2833 0.3386
H 6.8157 -7.8002 -0.6036 0.2554
H 0.9435 -1.1491 -3.7085 0.3210
H 3.1148 -1.1549 -1.3190 0.2179
H 4.2129 -3.4164 -1.1771 -0.0806
H 4.7171 -1.1125 -5.5657 0.3460
H -1.6623 -8.5050 -1.6010 0.3089
H -0.1347 2.1755 0.0312 0.1311
H 6.0748 -2.8236 -8.7135 0.2637
H -2.3660 7.2000 0.4522 0.2630
H -6.0462 6.6811 -1.3306 0.2039
H 0.2571 4.8858 7.4305 0.3652
H 3.4995 -6.0472 0.7547 0.2888
H 4.5793 -6.0442 -0.7991 0.4000
H -1.2246 -1.7023 0.2483 0.2123
H -0.0268 3.4623 6.4115 0.3026
H -1.4137 5.5080 1.5459 0.3821
H -2.4828 2.9687 5.9710 0.2673
H 6.5858 -1.7431 -7.4269 0.2163
H -3.5049 4.1913 5.7491 0.2515
H 2.5622 -4.4921 -1.1947 -0.8073
H -2.0892 5.2614 3.3848 -0.1774
H 2.3844 -0.0763 0.0424 0.3022
H -3.0777 10.1972 0.5318 0.2600
H -1.0902 1.9791 3.1884 0.2229
H -5.3300 4.2790 -4.1301 0.2764
H 1.3031 -5.8185 -1.7826 -0.1945
H -7.4401 3.4985 -1.6097 0.4026
H -0.8915 -0.3065 2.0908 0.2916
H -5.6342 2.6781 -4.7685 0.3670
H -3.3062 2.9342 2.6094 0.1868
H -1.6655 -6.0276 -2.1768 0.3481
H -3.4528 10.7882 2.3702 0.3173
H 3.8876 -1.7866 -4.3630 0.2084
H -1.7605 4.8923 8.9342 0.4444
H -2.7880 3.3578 0.8053 -0.0279
H 3.5191 -2.1242 0.8810 0.2161
H 0.8919 0.0851 1.6228 0.3277
H -6.0012 1.6930 -2.6556 0.4386
H 0.0405 -7.9176 0.7318 0.3694
H -3.9977 2.1480 -1.5318 0.1981
H -3.3590 4.7444 8.2274 0.3539
H 7.6452 -6.0633 -0.7954 0.2717
H 7.9205 -2.7327 -4.9136 0.3325
H -4.3350 5.1335 1.1333 0.0282
H -1.9999 5.7845 6.5740 0.3546
H -5.4143 5.7924 -2.7072 0.2499
H -6.9710 3.6081 -4.0794 0.3447
H -0.8313 -6.5856 1.5209 0.2456
H 0.7300 -3.7775 0.2158 -0.0023
H -1.3438 1.4509 9.2995 0.2578
H 1.8098 0.2728 -1.7181 0.3804
H -2.1554 8.5636 2.5329 0.2213
H 2.9519 -3.7343 1.6784 0.4333
H 0.5923 -7.4476 -3.3648 0.4384
H 5.7393 -2.9779 -3.5654 0.1859
H -1.5826 -7.4019 0.1595 0.2427
H -3.9787 8.3444 3.0934 0.2813
H 4.4898 -4.0901 -5.2579 0.2341
H -0.0595 -9.2621 -1.6564 0.3224
H -6.2605 2.7579 -0.5434 0.3467
H -4.8432 9.9730 1.3890 0.2549
H -0.1768 3.4070 2.2495 0.3223
H -1.0473 -9.1269 -3.1167 0.3601
H 0.7527 -2.4851 1.5873 0.2943
H -3.8767 3.6302 -2.1461 0.3357
H 8.2290 -7.2726 0.5357 0.3018
H -4.3122 6.0967 2.7678 0.2317
H 7.1561 -3.4466 -7.4487 0.2858
H -0.4953 3.0120 9.2862 0.2911
```

LUMO	0.09	eV
2S+1	1
SMILES string	CCCCCCCCCC[C@@](C)(CCCCOC(C)=O)OC=O.COC[C@@H](C)N.COC[C@@H](C)N.COC[C@@H](C)N.COC[C@@H](C)N

***

No. 2
This record from OMol25 describes a structure of composition C17H51AgBF4N9O7 in a non-equilibrium geometry. The level of theory is the ωB97M-V functional and the def2-TZVPD basis.

Structure (XYZ):
```
90
Properties=species:S:1:pos:R:3:mulliken_charge:R:1
Ag -2.4618 1.6580 0.4097 0.3401
F 1.2859 0.4604 -0.5533 -0.3223
F 0.0406 -0.4673 1.0975 0.0519
F -1.0171 0.3559 -0.7387 -0.2550
F -0.0509 1.8172 0.7857 -0.5642
O 2.0427 -4.2609 -0.1982 -0.7291
O -3.7014 -3.0776 -2.0035 -0.3955
O -1.9133 -3.6212 1.3298 -0.6507
O -2.7198 0.8437 2.7202 -0.3234
O 2.5085 0.3877 2.4430 -0.7139
O 1.5643 4.8694 4.6479 -0.6800
O 2.1756 3.2054 -3.3834 -0.4199
N 0.3466 -2.7292 -0.2327 -0.0798
N -3.2300 -0.5508 -2.9463 -0.7097
N -2.5250 -3.5461 3.5292 -0.2263
N -3.9195 -0.3094 0.4045 -0.4731
N 0.7488 3.8739 2.7455 -0.2199
N 2.5050 -2.0677 -0.6300 -0.2160
N 5.8333 3.5387 -2.9199 -0.6973
N -0.6453 -2.4201 2.7961 -0.2272
N 2.2047 2.7518 4.1143 -0.2547
C -4.3909 -0.5661 1.7966 0.3034
C 4.5867 3.2625 -5.0055 -1.4520
C -2.5477 -1.7214 -3.5879 0.4888
C -1.7821 1.2049 3.7186 -0.7931
C -2.4520 -2.9036 -2.6613 0.0057
C 4.5155 3.6323 -3.5379 0.4090
C 4.0964 1.4169 0.8654 -0.7996
C -3.1393 -0.5064 2.6595 0.0630
C 1.5326 3.9251 3.8774 0.4764
C -5.0709 -1.9102 1.9518 -1.2249
C 3.4142 2.9196 -2.7828 -0.3019
C -1.1991 -1.3271 -4.1238 -1.3996
C 1.6670 -3.1100 -0.3100 0.4710
C -1.6885 -3.2536 2.4754 0.2935
C 1.0510 2.8364 -2.5918 -0.4898
C -3.7262 -4.2362 -1.2222 -0.6328
C 3.8844 0.5507 2.0994 -0.4701
B 0.0866 0.5655 0.1438 1.5548
H -4.3239 -2.7096 1.9608 -0.0138
H 4.6197 2.1742 -5.1565 0.3114
H -2.1740 1.0147 4.7229 0.3458
H -0.3481 -3.3415 0.1894 0.1836
H -2.9797 -4.2289 -0.4193 0.2034
H 3.4809 -2.2787 -0.7321 0.2192
H 0.8006 3.0671 2.1512 0.0741
H -0.8395 0.6531 3.6166 0.1841
H -3.3798 -4.0426 3.3731 0.2576
H 5.0921 1.8583 0.9300 0.5129
H 3.3588 2.2212 0.8367 0.0792
H 0.1901 4.6462 2.4409 0.1953
H -4.5422 -0.7078 -0.2939 0.3075
H 1.1116 3.1461 -1.5467 0.2056
H -5.5642 -2.0013 2.9280 0.4108
H -0.0224 -2.1399 2.0571 -0.1899
H -2.2431 -3.8017 -3.2588 0.5667
H 2.5870 2.6346 5.0336 0.1870
H 0.2336 3.3296 -3.1169 0.3185
H 3.7572 3.6168 -5.6148 0.3205
H 0.0516 -1.7653 -0.2639 -0.4436
H -2.3444 -1.1195 2.2119 -0.3946
H -3.5893 -5.1562 -1.8108 0.3518
H 5.9129 3.9335 -1.9937 0.2570
H 2.1920 -1.1388 -0.8348 0.1618
H 2.0435 0.0512 1.6664 0.2159
H -3.7050 -1.0000 -2.1672 0.1938
H -3.1960 -1.9801 -4.4302 0.2996
H 4.3372 1.0569 2.9543 0.4236
H 6.0970 2.5581 -2.8603 0.2469
H -3.3254 -0.8741 3.6756 0.4751
H -5.0520 0.2654 2.0421 0.3688
H 4.4149 -0.4002 1.9974 0.3302
H -2.2161 -3.4002 4.4722 0.1882
H -0.5144 -0.9959 -3.3354 0.0987
H 4.2570 4.7013 -3.5345 0.2692
H -3.0733 -0.8712 0.2878 -0.0058
H 2.3027 1.9764 3.4606 0.3559
H -0.7231 -2.1475 -4.6632 0.4396
H -1.5514 2.2599 3.5973 0.2803
H -1.6618 -2.7977 -1.9054 -0.2838
H -2.5018 0.0326 -2.5418 0.2493
H 5.5002 3.6535 -5.4563 0.4064
H 0.9342 1.7516 -2.6552 0.2327
H 3.5658 1.8225 -2.8116 0.2079
H -5.8762 -2.0932 1.2420 0.4438
H 4.0026 0.8640 -0.0691 0.1940
H -1.2756 -0.4778 -4.8059 0.3909
H 3.4681 3.2047 -1.7224 0.1691
H -4.7154 -4.3687 -0.7750 0.2733
H -0.4834 -2.1458 3.7459 0.1885
```

LUMO	-1.03	eV
2S+1	1
ΔE to the lowest compared entry with this formula, charge and spin	0.0000	eV

***

No. 3
This record from OMol25 describes a cluster of 2 separate species, C3H11N in total in a non-equilibrium geometry. The level of theory is the ωB97M-V functional and the def2-TZVPD basis.

Structure (XYZ):
```
15
Properties=species:S:1:pos:R:3:nbo_charge:R:1
N -1.7899 -0.9661 0.5156 -0.8567
C 1.2397 0.8452 0.2378 -0.6151
C -1.8073 0.2470 -0.2904 -0.4338
C 2.0551 -0.3673 -0.1872 -0.6187
H -1.4497 -1.7508 -0.0281 0.3550
H -2.4092 0.1751 -1.2090 0.1682
H 1.7636 -0.6980 -1.1858 0.1960
H -0.0457 0.6125 0.3768 0.2260
H 1.4853 1.1448 1.2587 0.2068
H -2.7074 -1.1942 0.8835 0.3595
H -0.5310 0.5331 -0.5615 0.2098
H 1.8933 -1.2018 0.4958 0.2079
H 3.1267 -0.1569 -0.2033 0.2084
H -2.2588 1.0590 0.2830 0.1882
H 1.4354 1.7183 -0.3859 0.1985
```

LUMO	1.16	eV
2S+1	1
ΔE to the lowest compared entry with this formula, charge and spin	2.7134	eV
SMILES string	CC.CN

***

No. 4
This record from OMol25 describes an isolated molecule of H2O4S2 in a non-equilibrium geometry. The level of theory is the ωB97M-V functional and the def2-TZVPD basis.

Structure (XYZ):
```
8
Properties=species:S:1:pos:R:3:nbo_charge:R:1
S -1.2603 0.1526 0.4821 1.6333
S -2.3743 -1.2513 -0.0052 -0.3121
O -1.5229 1.5351 0.6348 -0.8879
O 1.1518 0.6727 -0.4801 0.0050
O -0.0435 -0.0524 -0.6537 -0.4837
O 2.1748 -0.2528 -0.3409 -0.4281
H -0.4990 -0.0579 1.4915 0.0060
H 2.3734 -0.7460 -1.1284 0.4674
```

LUMO	0.46	eV
2S+1	1
ΔE to the lowest compared entry with this formula, charge and spin	5.8130	eV
SMILES string	O=[S@@H](=S)OOO

***

No. 5
This record from OMol25 describes a structure of composition C4H6O3Rh in a non-equilibrium geometry. The level of theory is the ωB97M-V functional and the def2-TZVPD basis.

Structure (XYZ):
```
14
Properties=species:S:1:pos:R:3:nbo_charge:R:1
Rh -2.3176 -1.9661 -0.6505 1.5171
O -2.3593 0.0738 -0.2548 -0.4921
O 4.1974 -0.4789 0.4478 -0.4122
O -0.1481 0.3059 0.0149 -0.2497
C -1.0497 -0.3842 -0.4185 0.4372
C -2.6343 1.4398 0.0925 -0.2933
C 1.7932 -1.0638 0.4139 -0.4803
C 2.9702 -0.5651 0.3226 0.8510
H -2.1776 2.1031 -0.6509 0.2536
H 1.6202 -2.1400 0.3255 0.3637
H -3.7220 1.5431 0.0894 0.2816
H 4.6778 -0.1174 -0.3256 0.6101
H 1.3740 -0.4090 -0.4911 0.3648
H -2.2242 1.6587 1.0847 0.2486
```

charge	+3
⟨S²⟩	6.02
LUMO (alpha / beta)	-14.08 / -17.83	eV
2S+1	5
ΔE to the lowest compared entry with this formula, charge and spin	1.8745	eV

***

No. 6
This record from OMol25 describes a structure of composition C30H57AgN3O12Zn2 in a non-equilibrium geometry. The level of theory is the ωB97M-V functional and the def2-TZVPD basis.

Structure (XYZ):
```
105
Properties=species:S:1:pos:R:3:mulliken_charge:R:1
Ag -2.7545 -2.2662 1.4894 0.6193
Zn 0.5393 -2.4462 -0.2992 1.7244
Zn 0.0794 -4.2403 2.3215 0.5865
O -0.4972 -2.2837 2.6048 -0.9998
O 0.1965 -4.4518 0.2705 -1.0282
O 0.5891 1.8438 1.8111 -0.3921
O 1.4655 -3.2190 -2.0934 -0.2148
O -5.4440 -0.4847 2.1319 -0.5553
O -1.6389 -6.9559 3.3538 -0.6700
O -1.3854 -4.8571 3.7555 -0.8240
O -1.2686 -3.2590 -0.4797 -0.7335
O 1.3149 -2.4401 1.6971 -0.9784
O -0.0337 -0.9597 0.9768 -0.1762
O 0.3729 -5.8577 3.4347 -0.7940
O -1.8701 -5.0031 0.6816 -0.5945
N 1.9140 2.2157 1.5545 1.3159
N -4.6255 -0.3033 0.9995 1.2219
N 1.7276 -1.8496 -2.1810 1.8318
C 2.5595 3.0821 3.8173 -1.6717
C 4.0146 -2.2344 -3.1333 -1.4717
C -5.7817 -2.0270 -0.2678 -1.7808
C -2.9807 0.7788 2.3838 -1.7058
C 3.5373 3.4161 0.1839 -0.7075
C -4.5692 2.2829 1.2114 -1.7775
C 0.9399 -1.1797 -3.1955 1.8372
C -0.8586 -6.0901 3.8078 0.9488
C 2.7180 0.7435 -3.2192 -0.7692
C 0.4241 -1.5642 2.0197 1.5679
C 3.1640 -1.5346 -2.0632 1.6219
C 3.4380 -0.0092 -2.0717 -1.0354
C -3.4410 0.7899 -1.4250 -1.2252
C 1.2259 3.2801 -0.5414 -1.7286
C -5.2724 -0.5819 -0.2872 1.1257
C 1.7685 4.7972 1.3225 -1.9077
C -2.7920 0.9824 -0.0394 0.4389
C 2.1089 3.3994 0.7077 1.2986
C -3.8095 0.9266 1.0722 1.3458
C -6.5187 0.2988 -0.5473 -1.8681
C 3.6674 -2.0153 -0.6777 -2.7048
C 4.2718 2.1262 2.1952 -1.0833
C 1.1156 -1.6130 -4.6541 -1.7648
C -0.5979 -1.2969 -2.9255 -2.6890
C 1.2471 0.3293 -3.1516 -1.2075
C -1.0716 -4.5331 -0.1576 0.7792
C 2.5475 0.6230 3.2220 -1.7174
C 4.5546 3.3437 1.3419 -0.8299
C 2.8335 2.0297 2.7012 1.7680
C -4.2733 -0.5000 -1.4718 -0.9601
H 0.4979 1.0140 1.3111 -0.0858
H 1.5524 3.4714 3.6796 0.1800
H -4.7546 2.6329 0.1925 0.3501
H -4.7561 -0.6289 -2.4398 0.5945
H -3.6235 0.7983 3.2641 0.5136
H 3.7035 2.6576 -0.5828 0.0663
H -0.8912 -2.3431 -2.9976 0.6655
H 5.5558 3.3090 0.9017 0.4757
H 4.9348 -2.6629 -2.7436 0.5043
H 1.2470 4.1861 -1.1488 0.5863
H -1.1136 -0.7194 -3.6951 0.6793
H 0.5498 -0.9881 -5.3364 0.4031
H -3.9961 3.0511 1.7254 0.4575
H -4.9407 -2.7005 -0.0613 0.2934
H -6.1662 -2.2851 -1.2540 0.4185
H 3.3109 3.8642 3.7068 0.3049
H -6.2560 1.3505 -0.6601 0.3068
H -2.2633 1.5975 2.4552 0.2830
H 1.9710 -3.6735 -2.7851 0.2890
H 4.5916 4.2922 1.8846 0.3559
H -3.5920 -1.3525 -1.3614 0.0660
H -2.6214 0.7692 -2.1437 0.4044
H 4.5184 0.1609 -2.0749 0.5288
H 0.9026 4.6863 1.9794 0.2742
H 4.9882 2.2125 3.0195 0.4155
H 1.5819 0.4722 3.7034 0.4155
H -4.9763 -1.1508 2.6436 0.3448
H 1.5237 5.5279 0.5544 0.4602
H -2.4051 -0.1516 2.4317 0.0844
H -7.0762 -0.0017 -1.4353 0.4377
H 3.4757 -3.1200 -3.4893 0.1571
H 3.1658 0.5611 -4.1983 0.5287
H -2.0954 0.1480 0.0933 -1.2888
H 0.1651 3.2250 -0.2771 0.4917
H 3.1662 0.5355 -1.1625 -0.4654
H 2.8003 1.8204 -3.0612 0.5710
H -5.5533 2.1694 1.6656 0.3173
H 0.7762 0.8544 -3.9886 0.4128
H -0.9658 -0.8851 -1.9830 -0.1344
H -2.2528 1.9277 0.0212 0.5239
H 2.1830 -1.5218 -4.8823 0.4240
H 4.7448 -1.8821 -0.5762 0.6291
H 4.6635 1.3049 1.5888 0.2802
H -7.2145 0.1995 0.2877 0.3826
H 2.5779 2.6905 4.8344 0.4699
H 0.9834 -2.6831 -4.8349 0.3259
H 3.2254 -1.4929 0.1712 0.1779
H 3.7865 4.3786 -0.2741 0.3762
H 2.5456 5.1636 1.9927 0.3097
H 2.6274 -0.0197 2.3420 -0.2318
H 1.4435 2.3860 -1.1263 -0.3099
H 3.4486 -3.0810 -0.5852 0.5556
H 3.2521 0.2568 3.9722 0.5795
H 0.7019 0.7617 -2.3078 0.0006
H 4.1597 -1.6422 -4.0359 0.3602
H -4.1633 1.5857 -1.6258 0.6406
H -6.4955 -2.2693 0.5189 0.3770
```

charge	-1
LUMO	1.66	eV
2S+1	1

***

No. 7
This record from OMol25 describes a structure of composition Cl3Cu. The level of theory is the ωB97M-V functional and the def2-TZVPD basis.

Structure (XYZ):
```
4
Properties=species:S:1:pos:R:3:nbo_charge:R:1
Cu -0.2015 -0.2499 0.0112 0.6502
Cl 1.6192 -1.9504 0.0232 -0.8634
Cl -1.5691 0.8109 -2.0571 -0.9212
Cl 0.1514 1.3894 2.0227 -0.8657
```

charge	-2
⟨S²⟩	2.00
LUMO (alpha / beta)	6.92 / 5.23	eV
2S+1	3

***

No. 8
This record from OMol25 describes an isolated molecule of C8H12INOSi in a non-equilibrium geometry. The level of theory is the ωB97M-V functional and the def2-TZVPD basis.

Structure (XYZ):
```
24
Properties=species:S:1:pos:R:3:nbo_charge:R:1
I 2.6390 -3.5248 -1.3580 0.2067
Si -0.6337 0.0259 0.1750 1.5244
O 3.5887 3.1897 -0.6495 -0.5240
N 3.1814 0.7427 -0.3316 -0.5904
C -1.8944 0.8581 1.3606 -1.1000
C 3.2685 -0.5403 -0.7136 -0.1513
C 2.4308 2.9573 -0.5158 0.4071
C -0.2716 -1.8059 0.8883 -1.0964
C 2.4090 -1.4775 -1.0772 -0.2155
C -1.3011 -0.4172 -1.5435 -1.0968
C 0.7517 1.2102 -0.0656 -0.2682
C 2.0309 1.5730 -0.2699 -0.0725
H -1.1087 -2.5327 0.8695 0.2423
H 0.4137 -2.2995 0.1661 0.2351
H -1.4629 1.7923 1.8855 0.2494
H 1.6650 3.7868 -0.2353 0.1384
H -2.8120 1.1573 0.9117 0.2375
H 4.0719 1.2876 -0.4410 0.4349
H 4.2904 -0.9293 -0.8024 0.2239
H -0.0576 -2.1088 1.9326 0.2422
H -0.4963 0.0708 -2.1398 0.2418
H -2.2269 0.0765 -1.8097 0.2417
H -1.2646 -1.4829 -1.7374 0.2464
H -2.0887 -0.1059 1.9147 0.2432
```

LUMO (alpha / beta)	-0.91 / -1.20	eV
2S+1	1
ΔE to the lowest compared entry with this formula, charge and spin	4.3136	eV